Molecular formula: C24H35Cl2F6N4O3
Method: DFT, ωB97M-V with the def2-TZVPD basis set

As for the HOMO energy: -11.751 eV. The calculation puts the LUMO energy at -4.33 eV. The total energy is -78886.8581 eV. As for the HOMO-LUMO gap: 0.273 hartree. Its largest force on an atom is 6.29 eV Å⁻¹.

```
! RIJCOSX wB97M-V def2-TZVPD def2/J DEFGRID3
* xyz 1 1
C 3.036 -3.570 2.392
C 3.274 -3.071 0.822
C 1.899 -2.358 0.192
C 2.260 -0.843 -0.313
C 1.055 -0.029 -1.051
C -0.360 0.069 -0.234
C -1.393 -1.171 -0.568
F -1.258 -2.337 0.367
F -1.233 -1.741 -1.940
F -2.847 -0.778 -0.475
C -0.380 0.279 1.390
C 0.885 1.092 2.116
C 1.693 2.335 1.339
C 2.925 2.915 2.287
C 3.303 2.416 3.789
N 2.537 1.304 4.421
C 1.444 0.714 3.597
N -1.506 1.260 1.608
C -2.772 0.791 2.270
C -2.533 0.870 3.923
C -3.880 0.148 4.588
Cl -2.398 2.621 4.528
C -1.587 2.203 0.436
N -2.213 3.412 0.545
C -2.219 4.349 -0.638
C -2.384 5.913 -0.161
C -3.828 6.260 0.549
O -2.080 6.752 -1.347
N -0.808 1.495 -0.629
Cl -1.384 1.457 -2.247
H 2.254 -2.922 2.974
H 4.056 -3.500 3.003
H 2.699 -4.704 2.465
H 4.152 -2.280 0.879
H 3.516 -4.008 0.162
H 1.180 -2.232 1.136
H 1.370 -3.039 -0.610
H 2.782 -0.251 0.582
H 3.128 -0.965 -1.125
H 0.967 -0.454 -2.149
H 1.438 1.094 -1.185
H -0.489 -0.635 2.112
H 1.421 2.722 0.270
H 3.598 3.781 1.825
H 4.191 2.914 4.400
H 0.871 -0.201 4.113
H -3.650 1.516 1.992
H -3.014 -0.351 2.059
H -1.629 0.177 4.210
H -4.453 0.859 5.320
H -4.645 -0.176 3.737
H -3.600 -0.828 5.170
H -2.672 3.656 1.473
H -1.284 4.138 -1.313
H -3.176 4.077 -1.291
H -1.542 6.092 0.666
H -3.998 5.517 1.447
H -3.733 7.362 0.995
H -4.744 6.267 -0.192
H -1.217 6.368 -1.718
C -0.221 -3.743 -4.055
C 0.371 -3.454 -5.422
O 1.732 -3.905 -5.488
C 1.913 -5.241 -5.741
O 0.991 -6.037 -5.901
C 3.400 -5.576 -5.832
F 4.131 -5.007 -4.830
F 3.953 -5.140 -7.000
F 3.651 -6.913 -5.768
H 0.404 -3.313 -3.266
H -1.230 -3.329 -3.975
H -0.273 -4.820 -3.867
H 0.387 -2.372 -5.593
H -0.228 -3.898 -6.226
*
```

Atomic partial charges in e from the Mulliken method, atoms 1 to 4:
1 C -0.796
2 C -0.455
3 C 0.435
4 C -0.940



Molecular formula: C24H35Cl5IN2O3
Method: DFT, ωB97M-V with the def2-TZVPD basis set

As for the HOMO energy: -11.686 eV. The calculation puts the LUMO energy at -3.28 eV. The total energy is -105281.2926 eV. As for the HOMO-LUMO gap: 0.309 hartree. Its largest force on an atom is 3.28 eV Å⁻¹.

```
! RIJCOSX wB97M-V def2-TZVPD def2/J DEFGRID3
* xyz 1 1
C 0.475 -5.039 3.303
O -0.371 -3.883 3.443
C 0.232 -2.755 2.789
C -0.596 -1.437 2.977
C 0.191 -0.139 2.491
C 0.078 -0.112 0.920
C 1.302 0.628 0.210
C 1.278 0.413 -1.345
C 2.545 1.010 -2.108
C 3.853 1.006 -1.246
C 4.391 -0.383 -0.775
O 5.215 -0.380 0.086
Cl 3.917 -1.991 -1.427
N 2.637 0.164 -3.348
C 1.396 0.215 -4.146
C 0.050 0.004 -3.370
C -0.455 -1.501 -3.279
C 0.688 -2.593 -3.313
C 0.642 -3.409 -4.684
I 1.270 -5.452 -4.180
N -0.009 0.726 -2.022
C -0.289 2.158 -2.330
C -0.277 3.154 -1.121
O 0.485 4.098 -1.179
C -1.160 3.044 0.136
C -2.460 2.387 0.210
C -3.179 2.338 1.488
C -2.614 2.969 2.674
C -1.322 3.681 2.629
C -0.625 3.685 1.355
H 1.187 -4.953 2.441
H 1.081 -5.187 4.241
H -0.120 -5.976 3.144
H 1.284 -2.636 3.173
H 0.320 -3.038 1.696
H -1.552 -1.574 2.391
H -0.883 -1.358 4.056
H -0.420 0.726 2.876
H 1.241 -0.143 2.871
H 0.171 -1.190 0.576
H -0.917 0.237 0.535
H 2.214 0.170 0.690
H 1.340 1.715 0.516
H 1.422 -0.703 -1.468
H 2.389 2.062 -2.473
H 3.693 1.679 -0.359
H 4.648 1.527 -1.857
H 3.439 0.548 -3.861
H 1.488 -0.544 -4.974
H 1.335 1.218 -4.673
H -0.738 0.521 -3.992
H -1.107 -1.613 -2.362
H -1.152 -1.675 -4.149
H 1.709 -2.223 -3.054
H 0.424 -3.352 -2.521
H 1.279 -2.961 -5.480
H -0.434 -3.519 -4.986
H -0.842 0.337 -1.558
H 0.412 2.577 -3.101
H -1.313 2.258 -2.800
H -2.847 1.910 -0.726
H -4.154 1.798 1.503
H -3.162 2.915 3.641
H -0.868 4.201 3.499
H 0.358 4.219 1.299
C -5.644 1.884 6.084
Cl -6.224 0.265 6.506
Cl -6.886 3.081 6.479
Cl -4.165 2.240 6.995
Cl -5.293 1.949 4.343
*
```

Atomic partial charges in e from the natural (NBO) method, atoms 1 to 4:
1 C -0.266
2 O -0.549
3 C -0.058
4 C -0.418



Molecular formula: C24H35F3FeN2O3P2S
Method: DFT, ωB97M-V with the def2-TZVPD basis set

As for the HOMO energy (alpha / beta): -10.885 / -11.098 eV. For the energy relative to the best compared isomer or geometry (same formula, charge and spin), the calculation gives 0.0 kcal/mol. The expectation value of S² is 8.7650. The calculation puts the LUMO energy (alpha / beta) at -1.80 / -4.09 eV. The total energy is -106526.8800 eV. As for the HOMO-LUMO gap (alpha / beta): 0.334 / 0.257 hartree. Its largest force on an atom is 1.04 eV Å⁻¹.

```
! RIJCOSX wB97M-V def2-TZVPD def2/J DEFGRID3
* xyz 1 6
Fe -0.635 0.537 -0.262
C -2.220 3.225 1.586
P -0.730 2.183 1.700
C 0.617 3.404 1.567
C -0.740 1.812 3.505
C 0.472 1.079 4.092
P 1.095 -0.401 3.224
C -0.246 -1.602 3.234
C 2.418 -1.036 4.278
H -2.166 4.078 2.263
H -3.098 2.624 1.824
H -2.326 3.586 0.563
H 0.530 4.188 2.321
H 0.585 3.847 0.572
H 1.584 2.910 1.672
H -1.658 1.258 3.718
H -0.832 2.776 4.012
H 0.215 0.706 5.091
H 1.319 1.756 4.217
H -0.675 -1.668 4.237
H 0.148 -2.575 2.944
H -1.021 -1.313 2.524
H 2.050 -1.143 5.302
H 3.262 -0.349 4.268
H 2.742 -1.999 3.890
O 0.420 -0.960 -1.532
C 1.333 -1.893 -0.948
C 1.574 -1.345 0.478
O 2.363 -1.861 1.249
O 0.856 -0.316 0.808
C 0.685 -3.286 -0.879
C -0.308 -3.629 -1.791
C -0.872 -4.896 -1.790
C -0.453 -5.845 -0.872
C 0.532 -5.513 0.044
C 1.099 -4.247 0.042
C 2.645 -1.909 -1.736
C 3.688 -2.751 -1.357
C 4.864 -2.779 -2.087
C 5.016 -1.971 -3.206
C 3.985 -1.129 -3.583
C 2.805 -1.093 -2.849
H 0.113 -1.268 -2.391
H -0.686 -2.924 -2.520
H -1.644 -5.134 -2.508
H -0.892 -6.833 -0.870
H 0.868 -6.244 0.768
H 1.860 -4.006 0.768
H 3.586 -3.385 -0.490
H 5.665 -3.439 -1.781
H 5.934 -1.999 -3.777
H 4.092 -0.490 -4.450
H 2.026 -0.405 -3.148
C -4.364 3.225 -2.099
N -3.022 2.673 -1.939
C -1.830 3.239 -2.059
S -0.400 2.266 -1.974
N -1.643 4.543 -2.273
C -2.605 5.634 -2.405
H -5.057 2.430 -1.836
H -4.558 3.522 -3.128
H -4.544 4.061 -1.429
H -2.990 1.668 -1.840
H -0.669 4.787 -2.339
H -3.305 5.463 -3.218
H -2.038 6.531 -2.633
H -3.147 5.806 -1.477
F -3.546 -0.153 -1.336
C -2.522 -0.412 -0.461
F -3.026 0.127 0.751
F -2.582 -1.744 -0.239
*
```

Atomic partial charges in e from the Mulliken method, atoms 1 to 4:
1 Fe 1.599
2 C -0.890
3 P 1.032
4 C -1.413